1.
{
  "formula": "C4H8N2O",
  "method": "ωB97M-V with the def2-TZVPD basis set",
  "e_lumo_ev": [0.51, 0.51],
  "e_tot_ha": -341.823554,
  "fmax_ha_per_bohr": 0.052,
  "elements": ["C", "N", "C", "C", "C", "O", "N", "H", "H", "H", "H", "H", "H", "H", "H"],
  "positions_angstrom": [[-1.328929, 0.411984, 0.902364], [0.859135, -0.903748, -1.823096], [-0.845644, 0.056724, -0.459443], [1.379557, -0.779073, 0.150236], [1.807581, 0.193610, 0.955327], [-1.538376, 0.462853, -1.574973], [0.198729, -0.701292, -0.683064], [-2.450413, 0.660366, -1.335074], [0.386004, -0.391977, -2.570714], [1.805061, -1.771909, 0.153015], [-0.938916, 1.392235, 1.210353], [-0.982101, -0.309048, 1.641308], [-2.422464, 0.459977, 0.918117], [1.443185, 1.206577, 0.886823], [2.627590, 0.012722, 1.628821]],
  "forces_ev_per_angstrom": [[0.111, 0.212, 0.042], [-0.507, -0.669, -1.966], [-0.303, -0.807, -0.034], [-0.855, -0.184, 2.451], [-0.099, -0.261, -0.618], [0.605, -0.242, 0.499], [1.410, 2.250, -0.264], [0.072, -0.003, 0.051], [-0.148, -0.180, 0.046], [-0.067, 0.054, -0.134], [-0.190, -0.088, -0.054], [-0.110, 0.017, -0.094], [0.086, -0.071, 0.066], [-0.300, 0.016, 0.172], [0.296, -0.044, -0.163]],
  "lowdin_charge": [-0.020, 0.034, -0.360, -0.167, 0.017, 0.070, -0.186, 0.107, 0.029, 0.111, 0.085, 0.088, 0.082, 0.058, 0.050]
}

2.
{
  "formula": "C2H4Cl2OS",
  "method": "ωB97M-V with the def2-TZVPD basis set",
  "e_lumo_ev": [-0.67, -0.67],
  "e_tot_ha": -1472.350748,
  "fmax_ha_per_bohr": 0.092,
  "elements": ["C", "C", "O", "S", "Cl", "Cl", "H", "H", "H", "H"],
  "positions_angstrom": [[1.383134, 0.184352, 0.044568], [-0.003679, 0.474755, -0.035777], [0.202902, 3.071791, 0.016136], [-0.766545, 1.975925, -0.018137], [-1.218455, -0.728177, -0.087520], [-4.992013, 0.401460, 0.018986], [1.972127, -0.549435, -0.636851], [1.947993, 1.145915, -0.055726], [1.705796, -0.208734, 1.076112], [-4.053247, 1.273206, 0.608556]],
  "forces_ev_per_angstrom": [[4.629, -0.613, 0.876], [-2.904, 1.732, -0.338], [0.150, 0.536, 0.046], [1.438, -1.792, -0.092], [-0.129, -0.853, 0.001], [1.979, 1.844, 1.249], [-1.875, 1.038, 0.564], [-0.506, -0.581, 0.084], [-0.816, 0.538, -1.134], [-1.967, -1.848, -1.254]],
  "lowdin_charge": [-0.187, -1.055, -0.572, 0.878, 0.613, 0.157, 0.122, 0.084, 0.118, -0.158]
}

3.
{
  "formula": "C3H6N2",
  "method": "ωB97M-V with the def2-TZVPD basis set",
  "smiles": "C1=NNCC1",
  "e_lumo_ev": 1.17,
  "e_tot_ha": -227.370868,
  "fmax_ha_per_bohr": 0.028,
  "elements": ["C", "N", "N", "C", "C", "H", "H", "H", "H", "H", "H"],
  "positions_angstrom": [[1.361475, 0.021738, -0.023069], [1.039955, -1.203853, -0.004855], [-0.301824, -1.289622, 0.002359], [-0.991562, -0.028950, -0.010519], [0.186283, 0.963356, -0.011463], [2.372503, 0.356382, 0.042426], [-0.695247, -2.217011, -0.027915], [-1.666518, 0.062155, -0.882552], [-1.628736, 0.079961, 0.877091], [0.141801, 1.603508, 0.895288], [0.181873, 1.652338, -0.856794]],
  "forces_ev_per_angstrom": [[0.020, 0.715, 0.270], [0.293, -0.093, -0.044], [-0.333, -1.400, 0.008], [-0.827, 0.244, -0.181], [-0.457, 0.551, 0.522], [0.528, -0.091, -0.126], [-0.021, 0.431, -0.025], [0.389, 0.065, 0.186], [0.139, 0.063, -0.075], [0.265, -0.376, -0.435], [0.003, -0.109, -0.100]],
  "lowdin_charge": [-0.190, 0.012, -0.107, -0.194, -0.150, 0.089, 0.124, 0.108, 0.103, 0.109, 0.098]
}